C24H56CuN9O11 | the ωB97M-V functional and the def2-TZVPD basis

Properties
Charge: 0
E_LUMO (eV): 0.3
Energy (a.u.): -3908.881597

Last column: Löwdin charge in e.
Element x y z (Å)
Cu 12.44235 11.12798 11.93781  0.306
N 12.91360 12.40789 9.07101  -0.641
O 13.44072 11.75412 8.17010  -0.032
O 13.08807 13.61220 9.14428  0.000
O 12.25603 11.76272 9.85819  -0.048
C 16.86262 14.64285 13.83658  -0.384
O 17.74940 15.29426 13.30841  -0.003
N 15.79543 14.08843 13.24465  -0.168
C 15.73159 14.29357 11.78054  -0.030
C 14.90358 13.13886 13.94860  -0.023
H 16.93566 14.39464 14.91757  0.131
H 14.76836 13.93392 11.37201  0.074
H 16.55597 13.77310 11.31336  0.087
H 15.76800 15.34406 11.50138  0.090
H 14.92650 13.48294 14.97909  0.084
H 13.95398 13.17877 13.44415  0.063
H 15.38359 12.17328 13.82404  0.079
C 11.46575 14.15647 11.99401  -0.275
O 11.44650 13.01188 12.48233  -0.053
N 11.26710 15.22958 12.77291  -0.171
C 11.16292 15.00288 14.19743  -0.024
C 11.28893 16.57646 12.22926  -0.034
H 11.60899 14.39083 10.92146  0.136
H 10.80438 14.00955 14.37410  0.071
H 10.55204 15.78652 14.64790  0.090
H 12.13905 15.13039 14.72613  0.106
H 12.10029 17.14034 12.62008  0.078
H 11.36037 16.52744 11.13260  0.100
H 10.35609 17.08165 12.50187  0.091
C 15.05668 11.14383 10.67207  -0.320
O 14.56652 10.96351 11.76883  -0.012
N 15.80755 10.23920 10.05400  -0.171
C 16.02505 8.93434 10.55897  -0.060
C 16.28190 10.44999 8.68033  -0.034
H 15.02294 12.11919 10.13721  0.128
H 16.99076 8.85218 11.07944  0.098
H 15.88623 8.21016 9.75126  0.093
H 15.35816 8.67400 11.41712  0.093
H 17.35225 10.18207 8.68817  0.093
H 15.72762 9.78471 8.04512  0.075
H 16.15972 11.52074 8.33849  0.113
C 13.42149 9.15428 14.39429  -0.325
O 13.02398 10.28991 14.17560  0.004
N 13.56007 8.66293 15.62680  -0.164
C 13.31750 9.54889 16.79088  -0.021
C 13.96397 7.24953 15.83828  -0.036
H 13.55391 8.40238 13.60162  0.128
H 12.28116 9.85186 16.89736  0.076
H 13.82724 10.55840 16.73793  0.107
H 13.70933 9.01104 17.65458  0.081
H 13.86475 6.67829 14.89987  0.092
H 14.95906 7.26590 16.26250  0.080
H 13.34805 6.78188 16.61452  0.084
C 11.55228 7.75417 10.79718  -0.313
O 12.29765 8.57835 11.34101  -0.021
N 11.39653 7.63235 9.46440  -0.165
C 10.50745 6.62935 8.84177  -0.050
C 12.36816 8.38313 8.60709  -0.005
H 10.75068 7.11928 11.32866  0.151
H 11.02316 5.73892 8.43595  0.092
H 9.85875 7.16698 8.08167  0.092
H 9.78608 6.33426 9.59765  0.071
H 12.72902 7.74863 7.81924  0.079
H 11.96898 9.31147 8.15193  0.080
H 13.19234 8.68177 9.24530  0.068
C 9.52230 11.76357 11.23873  -0.362
O 10.07335 10.67545 11.42067  -0.029
N 8.37719 12.25771 11.76228  -0.129
C 7.45595 11.48276 12.70521  0.003
C 7.86295 13.63002 11.49894  -0.040
H 9.86029 12.49832 10.48754  0.131
H 7.51594 10.40704 12.51455  0.077
H 6.46336 11.84776 12.41611  0.081
H 7.64139 11.67302 13.76529  0.080
H 7.69929 14.08481 12.48018  0.089
H 8.57654 14.35277 10.98830  0.108
H 6.97925 13.53680 10.88478  0.075
C 9.98563 10.80096 14.98151  -0.331
O 9.74492 11.65621 15.82580  -0.003
N 9.56324 9.50128 15.00334  -0.184
C 9.71722 8.69381 13.84946  -0.083
C 8.89253 8.99134 16.15056  -0.060
H 10.52778 11.05847 14.04880  0.116
H 10.24236 7.73806 13.98048  0.093
H 10.29690 9.25749 13.11886  0.053
H 8.74738 8.45270 13.45777  0.079
H 7.89367 8.57560 15.97744  0.092
H 9.47668 8.22730 16.70116  0.097
H 8.72374 9.81387 16.80547  0.069
C 7.47578 11.90163 8.09105  -0.374
O 7.27395 12.94343 7.50786  0.010
N 8.64515 11.25234 8.11064  -0.182
C 8.78770 9.97779 8.77841  -0.065
C 9.65023 11.59530 7.11815  -0.025
H 6.70188 11.48560 8.75747  0.135
H 8.58240 9.10510 8.14082  0.084
H 8.17315 9.90531 9.65080  0.076
H 9.83791 9.88965 9.03521  0.063
H 10.68930 11.39186 7.48668  0.085
H 9.44874 11.00981 6.18230  0.109
H 9.58278 12.65966 6.91324  0.085